This record from OMol25 describes C27H34AsCsN4O5 as an isolated structure at a distorted geometry. The level of theory is the ωB97M-V functional and the def2-TZVPD basis.

```
72
Properties=species:S:1:pos:R:3:forces:R:3
Cs -0.90551 -0.50833 0.76152 1.0916 1.2563 -0.0196
As -0.47177 -3.68469 -0.15779 0.2231 -0.1004 -0.0964
O 4.32607 -0.53340 2.97049 -0.1802 -0.0139 -0.1532
O 0.05751 2.46545 0.08544 -0.0349 -0.2936 0.1238
O 0.30778 -2.77553 2.63651 0.0775 -0.0253 0.2001
O -0.73081 -0.90658 3.23929 0.3785 -0.2427 1.8089
O -2.30171 -0.70528 -1.24570 -1.4488 -0.2749 -1.8129
N -2.35540 2.02876 -0.98502 0.2131 0.8582 -0.0247
N 3.33367 -0.07421 -0.53299 -0.0879 -0.0382 0.0869
N 2.19576 -0.48952 2.01603 0.0246 -0.3413 0.4953
N -3.50394 1.98831 -1.48202 -0.2735 -0.7073 -0.0025
C -4.40026 -1.69532 -1.61044 0.2233 0.3687 -0.0354
C -6.32993 -0.30742 -2.11387 0.0656 -0.3403 0.0149
C 0.85258 -5.12261 0.09344 -0.0935 -0.0396 -0.0997
C -5.70393 -1.58970 -1.91646 -0.2112 0.1055 -0.0433
C -6.20034 2.09995 -2.14194 0.1094 -0.1388 0.0420
C -0.84066 -4.08251 -2.05494 -0.1064 -0.1615 0.0365
C 4.14023 0.03974 0.68893 0.0421 0.1154 -0.0918
C -0.00457 4.84408 -0.28857 -0.2105 -0.1942 -0.0573
C -1.94298 5.76713 -1.38494 -0.0789 -0.1297 -0.0090
C 0.31625 -1.60668 3.10323 -0.2021 -0.1582 -0.0120
C -4.15678 0.74629 -1.59160 0.2110 1.0520 -0.0113
C -0.70111 5.93494 -0.79565 0.0951 0.0826 0.0266
C -2.49802 4.49296 -1.46069 -0.0035 0.3576 -0.0840
C -1.83046 3.39763 -0.95398 -0.3099 -1.1901 0.0161
C 0.30590 -3.67503 -2.96610 0.1398 0.0128 -0.1445
C -7.52423 2.16700 -2.49295 -0.0531 -0.0012 -0.0098
C -8.29550 1.00167 -2.66023 0.0932 0.0790 0.0325
C 3.50499 -0.38246 2.01898 0.1964 0.2022 0.1785
C -0.56614 3.56718 -0.36632 0.3479 0.2531 0.0598
C 1.03357 -5.56477 1.53761 0.0041 -0.1626 0.0946
C -2.51045 -4.20738 1.91219 -0.0974 0.0551 0.1349
C -7.68712 -0.21335 -2.46337 -0.0054 -0.0302 0.0031
C -2.06791 -4.62871 0.51992 0.0870 -0.0981 -0.1639
C 1.67417 -0.94152 3.32061 -0.1676 0.1275 -0.1017
C -3.52210 -0.52086 -1.46616 -0.0008 -0.5109 -0.0187
C -5.54409 0.85316 -1.94735 -0.0723 0.1515 -0.0333
C 1.26928 2.57915 0.83408 -0.2968 0.1039 -0.0051
H -0.25618 6.92130 -0.72985 -0.0086 0.0032 -0.0090
H 1.79453 -4.74331 -0.30880 0.0122 -0.0116 0.0081
H -2.48532 6.61316 -1.78878 0.0314 0.0335 0.0135
H -2.80845 -3.15713 1.93913 -0.0060 -0.0063 -0.0755
H -3.91823 -2.65455 -1.46349 -0.0184 -0.0198 -0.0047
H -8.24746 -1.13680 -2.57550 -0.0188 0.0197 -0.0065
H -3.46301 4.33253 -1.92220 0.0094 -0.0233 0.0209
H 0.52520 -5.95158 -0.54611 0.0877 -0.0622 0.0447
H 1.47743 1.58110 1.23067 0.1064 0.0240 -0.0339
H 1.81375 -6.33058 1.60858 0.0062 0.0244 0.0241
H -9.34287 1.06331 -2.92845 -0.0027 0.0071 -0.0084
H -2.84816 -4.42800 -0.22035 -0.0518 -0.0061 0.0565
H 5.05850 -0.54102 0.58173 -0.0199 -0.0694 -0.0656
H 2.47846 0.44944 -0.36575 0.0482 0.0548 -0.0279
H -3.36653 -4.80570 2.24356 0.0201 0.0116 0.0267
H 2.08414 2.91980 0.19056 0.0593 0.0038 0.0278
H 2.34318 -1.65549 3.80710 0.1375 0.0132 -0.0848
H -1.74313 -3.51745 -2.29823 0.0106 0.0135 -0.0536
H 0.57301 -2.62443 -2.83221 -0.0710 0.0120 0.0576
H 1.13365 3.26977 1.67142 0.0480 0.0302 -0.0244
H -1.70585 -4.27897 2.64292 0.0444 -0.0724 -0.0428
H 2.97666 -1.02601 -0.54455 0.0516 -0.0708 -0.0487
H 1.28553 -4.72514 2.18451 0.0121 0.0531 -0.0621
H 0.05907 -3.81088 -4.02373 -0.0101 -0.0220 0.0163
H -1.06855 -5.15066 -2.15205 -0.0110 0.0196 -0.0911
H -7.97520 3.14314 -2.63695 -0.0492 -0.0297 -0.0041
H 4.47191 1.07987 0.79795 -0.0525 -0.0084 -0.0210
H 1.20798 -4.25943 -2.76562 -0.0271 -0.0213 0.0231
H 0.11410 -6.00589 1.93425 -0.0129 0.0220 -0.0347
H -6.31741 -2.48028 -2.02473 -0.0039 0.0125 0.0097
H 1.53901 -0.09087 4.00109 0.0394 0.0068 0.0073
H 0.97039 4.96688 0.15976 -0.0056 0.0741 -0.0080
H -5.62907 3.00589 -2.00361 0.0072 0.0043 -0.0128
H -1.85257 -5.70163 0.46451 -0.0505 -0.0080 0.0589
```
Positions in Å, forces in eV/Å.

Calculated values
Energy: -3900.41264 a.u.
LUMO level: 0.14517 hartree
HOMO energy: -1.835 eV
Charge: -2
Spin multiplicity: 1

Mulliken atomic charge list, values in e, 4 entries: number 1, Cs, carries 1.4538; number 2, As, carries 0.0639; number 3, O, carries -0.8596; number 4, O, carries -0.1562

This record from OMol25 describes a 2-piece molecular cluster, C6H14NO7 overall at a distorted geometry. The level of theory is the ωB97M-V functional and the def2-TZVPD basis.

```
28
Properties=species:S:1:pos:R:3:forces:R:3
O 1.06978 -2.90894 -0.19247 -1.3592 2.3961 0.7161
O 2.01992 1.47287 0.01093 0.6107 0.1040 -0.0404
O 2.45594 -0.61354 0.57183 0.3168 -4.4547 1.1885
O -2.79382 1.43287 0.42063 -1.0031 1.9499 1.0477
O -2.91831 -0.94878 0.74617 0.6840 -0.8138 0.0142
O -1.33613 -1.57937 -0.85312 0.0693 0.2277 -0.1260
O -1.88855 0.84948 -1.61430 -0.3303 -0.0744 -0.7109
N 0.38593 0.35720 0.72055 -4.7146 -0.0021 0.1862
C -0.49598 -0.71623 1.11636 -1.8634 1.6397 2.8640
C 1.60570 0.28580 0.44612 1.7597 4.2773 -1.4173
C -1.78716 0.81096 -0.21190 0.5940 0.2959 -2.3768
C -0.49032 1.49585 0.23060 -0.6853 0.4138 3.0700
C 3.25415 1.55271 -0.69819 2.3636 2.2553 1.3665
C -1.67541 -0.67570 0.14355 0.0649 -1.1390 1.3137
H -1.86384 -1.37772 -1.62085 -0.4089 0.1055 -0.7505
H -0.84282 2.19231 1.09868 1.1983 -1.3359 -1.1944
H -3.72791 1.26994 0.20153 0.8072 -0.7220 -0.3082
H 4.06002 1.18857 -0.04699 -0.2492 -0.7561 -0.5036
H 0.03836 2.08692 -0.47801 0.0161 0.1384 -0.7019
H -2.09688 1.73738 -1.95012 0.0720 -0.2638 0.3921
H 3.13987 1.06030 -1.63529 0.3243 -0.2352 -0.6977
H 2.02065 -1.53989 0.80890 0.9218 1.8084 -1.1150
H 3.66134 2.65400 -0.77117 -1.8151 -1.8539 -0.2450
H -2.80364 -1.63329 1.41761 -0.2222 -0.1477 -0.2105
H 0.41869 -2.78175 -0.90229 0.0839 0.0047 0.3153
H -0.98804 -0.40274 2.10363 0.9069 -0.2547 -1.0093
H -0.00141 -1.62489 1.31893 0.3348 -1.1592 -0.3350
H 1.57986 -3.64429 -0.38130 1.5231 -2.4041 -0.7320
```
Positions in Å, forces in eV/Å.

Calculated values
Energy: -818.19649 a.u.
LUMO level: -0.09783 hartree
HOMO energy: -13.920 eV
Charge: +1
Spin multiplicity: 1

natural (NBO) atomic charge list, values in e, 4 entries: number 1, O, carries -0.9835; number 2, O, carries -0.4761; number 3, O, carries -0.6001; number 4, O, carries -0.7083

This record from OMol25 describes C36H38N4O2PPdS2 as an isolated structure at a distorted geometry. The level of theory is the ωB97M-V functional and the def2-TZVPD basis.

```
84
Properties=species:S:1:pos:R:3:forces:R:3
Pd 0.98223 -1.46542 1.27994 0.2822 -0.9872 1.1337
S -2.90712 -2.30996 -1.32092 0.0007 0.0060 0.0429
S -1.25069 -0.86761 1.48342 -0.1419 -0.1349 -0.0327
P -2.76091 -0.92996 0.08535 -0.0440 0.0663 0.0102
O 1.93164 0.58093 -0.29593 0.0441 0.0191 0.0188
O 0.98231 -3.07664 0.03981 -0.4296 0.5619 -0.6032
N -0.47768 -2.03251 -3.32872 -0.0659 0.0068 0.0493
N 2.89562 -2.27932 1.75406 0.2980 0.2128 -0.0166
N 1.30954 2.37554 -2.65572 0.0571 -0.0693 0.0181
N 0.94891 -0.34922 3.24432 -0.1366 0.0537 -0.2607
C 0.00109 -0.70867 -3.76532 -0.0392 0.0243 -0.0419
C -3.31962 3.34563 -1.56472 -0.0047 -0.0097 -0.0001
C 2.52544 -2.61663 -3.24526 0.0127 -0.0353 0.0041
C 1.54958 -2.78242 -2.25692 -0.0286 -0.1488 0.0396
C 3.38906 -2.56155 3.11774 -0.0716 -0.0545 -0.0693
C -6.23015 -2.07609 1.92098 -0.0138 0.0057 0.0185
C 0.14324 -2.83494 -2.53647 -0.0082 -0.0040 0.0016
C 1.88109 -2.86610 -0.88659 0.3590 0.1087 0.0154
C 4.92264 -2.39484 -4.00134 0.0020 0.0161 0.0017
C -5.47320 -0.06950 3.00705 -0.0003 -0.0025 -0.0010
C 0.97497 4.02378 0.50399 0.0093 0.0096 0.0342
C 2.97741 -1.56626 4.18744 0.0089 0.0298 -0.0687
C 0.76190 2.62341 2.41600 0.0562 -0.0034 0.0049
C 1.25942 1.55093 1.73876 0.0153 -0.0042 -0.0304
C -2.50753 3.14056 -0.45933 0.0035 0.0153 0.0032
C 1.71649 0.33866 2.46104 -0.0692 0.3335 -0.3322
C 1.48248 -1.30747 4.20853 0.0080 -0.0145 0.0165
C -6.40137 -1.09648 2.88653 0.0069 -0.0133 -0.0153
C -3.91778 2.25959 -2.19389 0.0124 0.0030 0.0110
C -5.13223 -2.03597 1.07234 0.0262 -0.0200 -0.0055
C 3.65805 -2.65982 0.80575 -0.0652 -0.0368 0.0271
C 4.20685 -2.56240 -1.58405 -0.0291 -0.0010 0.0446
C -3.71342 0.97593 -1.71034 0.0185 -0.0027 -0.0517
C -4.37717 -0.02538 2.16303 0.0000 0.0262 0.0061
C 0.02108 1.65957 -2.67685 -0.0468 0.0139 0.0069
C -2.89532 0.76442 -0.60153 0.0034 -0.0201 0.0064
C 3.86901 -2.53209 -2.93647 0.0072 -0.0104 -0.0492
C -4.20295 -1.01104 1.19187 0.0186 0.0332 -0.0094
C 3.25650 -2.68312 -0.58433 -0.0373 0.0672 -0.0393
C -0.02731 0.15299 -2.50385 0.0218 0.0212 -0.0019
C 0.60001 3.90014 1.80911 -0.0089 0.0094 -0.0227
C 0.10060 5.06125 2.62416 0.0033 0.0092 0.0031
C 1.70515 3.10871 -1.63955 -0.0333 -0.0100 -0.0090
C -2.28718 1.85380 0.01782 -0.0135 0.0040 0.0309
C 1.52201 1.59835 0.31250 -0.0608 -0.0328 -0.0197
C 1.34907 2.90120 -0.28872 0.0384 0.0333 -0.0234
H -4.18722 0.12890 -2.19173 -0.0010 -0.0032 0.0079
H 0.85087 5.39268 3.34519 -0.0066 -0.0086 0.0079
H -1.63941 1.69644 0.87267 -0.0026 -0.0037 -0.0168
H 1.72227 2.59035 -3.55113 -0.0128 0.0083 -0.0026
H -0.79435 4.79282 3.18754 -0.0070 -0.0044 -0.0107
H 3.26572 -1.98562 5.15236 0.0118 -0.0507 -0.0222
H 5.80652 -2.98444 -3.75971 -0.0028 -0.0052 0.0031
H 1.15957 -0.94131 5.18528 0.0611 0.0856 -0.0101
H 2.99804 -3.54648 3.38698 -0.0487 0.0173 -0.0002
H -0.48994 -3.51482 -1.97293 0.0180 -0.0376 -0.0367
H 4.47751 -2.64231 3.07622 0.0040 -0.0483 0.0341
H 3.54009 -0.63553 4.08976 -0.0196 0.0191 0.0448
H 2.22084 -2.61638 -4.28645 0.0001 0.0045 0.0063
H -3.65699 0.77770 2.26100 -0.0034 -0.0020 -0.0003
H -0.14759 5.91059 1.98869 0.0171 0.0049 -0.0001
H -3.49397 4.34836 -1.93356 0.0001 0.0001 0.0012
H 0.93350 -2.23996 4.05378 -0.0277 0.0014 0.0848
H 2.79669 0.18291 2.39520 0.0051 -0.0510 0.0767
H -4.55854 2.41464 -3.05235 0.0000 0.0013 -0.0006
H 0.54305 2.51700 3.47419 -0.0010 -0.0066 0.0008
H -0.71164 -0.35880 -4.51230 0.0360 0.0379 -0.0134
H 0.98027 -0.77443 -4.23041 -0.0032 -0.0490 0.0362
H -7.25923 -1.12901 3.54542 -0.0003 -0.0026 -0.0017
H 5.25093 -2.47754 -1.29873 0.0018 -0.0013 -0.0035
H -2.03511 3.97882 0.03833 -0.0066 -0.0016 -0.0079
H 0.90938 4.99516 0.02289 0.0087 -0.0009 0.0009
H 5.24110 -1.35591 -4.10764 0.0044 -0.0032 0.0013
H -6.95244 -2.87586 1.82398 0.0006 0.0017 0.0020
H -1.49574 -2.10001 -3.24219 0.0077 0.0174 -0.0362
H -0.46706 1.95887 -3.60843 0.0049 0.0032 -0.0018
H 0.73783 -0.17083 -1.79983 0.0310 0.0253 -0.0252
H -0.55062 2.09808 -1.86015 -0.0143 -0.0027 -0.0026
H 4.55188 -2.73118 -4.96861 -0.0060 0.0055 0.0001
H 2.34623 3.94784 -1.90574 -0.0378 0.0307 0.0061
H -4.99510 -2.79731 0.31603 0.0015 0.0076 -0.0012
H -5.60571 0.69775 3.75850 0.0013 0.0004 -0.0013
H 4.65830 -3.02540 1.04561 -0.0030 -0.0229 -0.0002
H -0.99168 -0.03978 -2.03247 0.0236 -0.0412 0.0361
```
Positions in Å, forces in eV/Å.

Calculated values
Energy: -3029.53989 a.u.
LUMO level: -0.12236 hartree
HOMO energy: -9.993 eV
Charge: +1
Spin multiplicity: 1

Mulliken atomic charge list, values in e, 4 entries: number 1, Pd, carries -0.0061; number 2, S, carries -0.7194; number 3, S, carries -0.1548; number 4, P, carries 1.6930

This record from OMol25 describes C16H18FeN2O5 as an isolated structure at a distorted geometry. The level of theory is the ωB97M-V functional and the def2-TZVPD basis.

```
42
Properties=species:S:1:pos:R:3:forces:R:3
Fe -3.22784 -0.04018 0.93416 4.9174 -1.0255 -1.1839
O 1.74327 -2.59176 -0.49717 0.6718 1.7355 0.6747
O -2.18991 -1.73300 3.14556 -1.2636 1.8706 -1.4762
O 5.33323 0.03316 -1.63047 -1.5795 -0.2142 1.1005
O -2.61053 -2.59281 -0.46263 -0.6324 2.5163 0.4660
O 2.41642 1.59679 1.54797 0.0713 -1.6076 -0.8082
N 3.46521 -1.23129 -1.13243 -0.1659 0.4400 0.8252
N 3.90390 0.77031 0.03146 -0.6271 -0.8778 -0.1738
C -3.88583 1.80587 0.39326 -0.6640 0.0155 -0.1614
C 2.32953 -1.50484 -0.33168 0.4702 -2.0918 -2.2571
C -4.37973 0.78206 -0.48113 -1.8976 1.0160 -0.4152
C 4.31223 -0.12746 -0.95935 0.5475 -0.0401 -0.4866
C 1.90747 -0.46218 0.51688 -0.7700 -0.6986 1.2071
C -5.11726 -0.16445 0.32036 -1.4557 0.9594 -0.2572
C -2.73483 -0.96294 2.46398 1.9718 -3.3860 3.0763
C -4.30270 1.49237 1.72998 -1.8912 0.6059 0.2240
C -5.07445 0.28187 1.68270 -1.6986 1.6818 -0.2291
C -1.23500 0.70877 0.63444 1.5174 0.7629 0.5841
C 4.78235 1.85991 0.34736 0.3441 0.6077 0.3114
C 2.70204 0.66919 0.77057 1.3193 2.7466 0.2403
C -2.81118 -1.51160 -0.08319 1.1256 -3.7537 -0.4836
C 3.86411 -2.24420 -2.08062 0.0184 -0.5321 -0.4039
C -0.45748 0.87098 -0.54763 -1.2380 0.5338 0.4176
C -0.39876 -0.17866 -1.57280 0.7951 -0.8133 -0.3945
H -0.90736 -0.16501 1.22715 -0.1934 0.3041 -0.2516
H -1.32479 -0.28511 -2.17105 0.2346 0.2311 0.2420
H -5.60461 -0.17501 2.51733 0.4178 0.0188 -0.2431
H -3.32315 2.68639 0.08540 -0.0448 -0.4297 0.1575
H 1.02969 -0.62218 1.11869 -0.0107 0.0487 -0.0144
H 4.23850 2.80416 0.29098 0.1133 -0.0679 -0.0054
H 5.60299 1.83551 -0.36197 -0.0101 0.0944 0.0734
H 4.77112 -1.89031 -2.57076 -0.1923 -0.1618 0.0475
H -0.22878 -1.16925 -1.10631 -0.0921 0.2965 -0.3388
H -4.12123 2.09987 2.61666 0.0257 -0.3043 -0.3137
H 0.06555 1.81054 -0.75106 -0.6085 -0.0549 0.0147
H -1.28556 1.62953 1.24733 0.2734 -0.6225 -0.1611
H 4.04532 -3.19557 -1.55950 -0.0491 0.2954 -0.2192
H -5.68294 -1.01563 -0.05164 0.3057 0.1673 0.1360
H 5.15619 1.73696 1.36913 -0.0067 0.1256 -0.1477
H 3.05964 -2.39609 -2.81392 0.2701 -0.0164 0.2085
H -4.26059 0.75509 -1.56123 0.0333 -0.0966 0.3471
H 0.43574 0.03020 -2.26476 -0.3526 -0.2793 0.0716
```
Positions in Å, forces in eV/Å.

Calculated values
Energy: -2369.73470 a.u.
LUMO level (spin up / spin down): 0.01232 / -0.11008 hartree
HOMO energy (spin up / spin down): -6.224 / -8.833 eV
Spin multiplicity: 5
Expectation value of S²: 6.167

natural (NBO) atomic charge list, values in e, 4 entries: number 1, Fe, carries 0.2569; number 2, O, carries -0.5328; number 3, O, carries -0.4814; number 4, O, carries -0.6092